Model 1:
{"formula": "CH4N2O2S", "method": "ωB97M-V with the def2-TZVPD basis set", "e_homo_ha": [-0.3126, -0.3125], "spin_multiplicity": 1, "gap_ev": [8.02, 8.02], "symbols": ["C", "N", "N", "O", "O", "S", "H", "H", "H", "H"], "positions_angstrom": [[-1.015, -0.808, -0.342], [-2.071, -0.299, -0.183], [0.867, -0.814, 1.169], [1.788, -1.186, -1.047], [1.278, 1.216, -0.338], [1.971, -0.323, 0.114], [-0.336, -1.345, -0.971], [-2.471, 0.235, 0.573], [1.732, 1.546, -1.117], [0.651, -0.143, 1.894]], "mulliken_charge": [0.20, -0.28, -0.64, -0.62, -0.51, 0.63, 0.37, 0.32, 0.29, 0.25]}

Model 2:
{"formula": "CH4N2O2S", "method": "ωB97M-V with the def2-TZVPD basis set", "e_homo_ha": [-0.3696, -0.3694], "smiles": "CNN=S(=O)=O", "spin_multiplicity": 1, "gap_ev": [8.04, 8.03], "symbols": ["C", "N", "N", "O", "O", "S", "H", "H", "H", "H"], "positions_angstrom": [[-0.067, 0.015, -0.237], [1.458, 1.380, 1.026], [0.244, 0.602, 1.036], [3.835, 1.087, 1.924], [2.246, -0.808, 2.077], [2.663, 0.416, 1.425], [0.404, -1.054, -0.589], [-1.205, -0.244, -0.177], [0.147, 0.669, -1.173], [0.278, -0.087, 1.847]], "mulliken_charge": [-0.62, -0.27, -0.21, -0.47, -0.50, 0.91, 0.25, 0.27, 0.28, 0.36]}

Model 3:
{"formula": "CH4N2O2S", "method": "ωB97M-V with the def2-TZVPD basis set", "e_homo_ha": -0.3504, "smiles": "O=C(NO)NS", "spin_multiplicity": 1, "gap_ev": 9.90, "symbols": ["C", "H", "H", "H", "H", "N", "N", "O", "O", "S"], "positions_angstrom": [[-0.018, -0.683, -0.130], [1.910, 1.154, 0.054], [-1.163, 0.826, 0.313], [-0.293, -2.251, 0.942], [-2.485, -0.863, 1.194], [-0.394, 0.591, -0.340], [-0.947, -1.533, 0.494], [1.168, -1.128, -0.250], [-1.591, -0.877, 1.524], [0.932, 1.742, -0.812]], "mulliken_charge": [0.58, 0.18, 0.32, 0.31, 0.36, -0.33, -0.22, -0.62, -0.47, -0.11]}

Model 4:
{"formula": "CH4N2O2S", "method": "ωB97M-V with the def2-TZVPD basis set", "e_homo_ha": -0.3499, "smiles": "O=C(NO)NS", "spin_multiplicity": 1, "gap_ev": 9.83, "symbols": ["C", "H", "H", "H", "H", "N", "N", "O", "O", "S"], "positions_angstrom": [[-0.177, 0.148, -0.769], [1.774, -1.361, 0.787], [0.209, -1.667, -1.422], [0.124, -0.309, 1.026], [-1.936, 2.227, 0.945], [0.662, -1.044, -0.822], [-0.138, 0.587, 0.541], [0.832, -1.503, 0.412], [-0.843, 0.691, -1.672], [-0.507, 2.230, 0.975]], "mulliken_charge": [0.44, 0.39, 0.27, 0.40, 0.15, -0.08, -0.32, -0.50, -0.59, -0.16]}

Need the numbers? Relative energies in eV: model 1 1.635; model 2 1.825; model 3 0.000; model 4 0.519.

Model 1:
{"formula": "C5H15N5O10", "method": "ωB97M-V with the def2-TZVPD basis set", "e_homo_ha": -0.4069, "smiles": "C[N+](=O)[O-].C[N+](=O)[O-].C[N+](=O)[O-].C[N+](=O)[O-].C[N+](=O)[O-]", "spin_multiplicity": 1, "gap_ev": 10.71, "symbols": ["C", "N", "O", "O", "H", "H", "H", "C", "N", "O", "O", "H", "H", "H", "C", "N", "O", "O", "H", "H", "H", "C", "N", "O", "O", "H", "H", "H", "C", "N", "O", "O", "H", "H", "H"], "positions_angstrom": [[3.132, -0.274, -0.291], [2.635, 0.856, -1.135], [3.461, 1.601, -1.684], [1.457, 1.139, -0.987], [3.190, 0.081, 0.738], [4.054, -0.706, -0.679], [2.283, -0.951, -0.385], [1.123, 3.461, 1.365], [-0.364, 3.728, 1.383], [-0.856, 4.170, 2.404], [-1.018, 3.525, 0.360], [1.448, 2.983, 2.289], [1.546, 4.456, 1.223], [1.335, 2.765, 0.553], [1.591, -2.391, 3.607], [1.255, -3.543, 2.726], [0.369, -4.328, 3.189], [1.830, -3.701, 1.714], [2.649, -2.140, 3.532], [1.455, -2.836, 4.592], [0.854, -1.610, 3.423], [-3.878, -0.756, -3.687], [-2.686, -0.304, -4.450], [-2.479, -0.783, -5.559], [-2.034, 0.628, -3.954], [-3.707, -1.724, -3.216], [-4.755, -0.852, -4.328], [-4.064, -0.001, -2.923], [-1.873, 0.030, 0.032], [-0.723, -0.890, 0.080], [0.080, -0.605, 0.986], [-0.725, -1.861, -0.671], [-1.638, 1.001, -0.403], [-2.441, 0.102, 0.959], [-2.506, -0.269, -0.803]], "mulliken_charge": [-0.57, 0.75, -0.52, -0.45, 0.24, 0.29, 0.21, -0.43, 0.86, -0.54, -0.51, 0.28, 0.31, 0.05, -0.71, 0.90, -0.55, -0.50, 0.28, 0.34, 0.22, -0.75, 0.87, -0.51, -0.49, 0.28, 0.30, 0.30, -0.61, 0.91, -0.40, -0.54, 0.26, 0.29, 0.12]}

Model 2:
{"formula": "C5H15N5O10", "method": "ωB97M-V with the def2-TZVPD basis set", "e_homo_ha": -0.3883, "smiles": "C[N+](=O)[O-].C[N+](=O)[O-].C[N+](=O)[O-].C[N+](=O)[O-].C[N+](=O)[O-]", "spin_multiplicity": 1, "gap_ev": 10.47, "symbols": ["C", "N", "O", "O", "H", "H", "H", "C", "N", "O", "O", "H", "H", "H", "C", "N", "O", "O", "H", "H", "H", "C", "N", "O", "O", "H", "H", "H", "C", "N", "O", "O", "H", "H", "H"], "positions_angstrom": [[11.468, -6.982, -8.090], [12.863, -7.369, -7.858], [13.662, -6.521, -7.481], [13.207, -8.486, -8.108], [11.096, -7.520, -8.961], [11.490, -5.897, -8.197], [10.810, -7.242, -7.261], [15.282, -16.807, 0.996], [16.175, -17.985, 0.850], [15.833, -18.837, -0.027], [17.267, -18.097, 1.415], [14.524, -17.073, 1.733], [14.665, -16.643, 0.113], [15.787, -15.936, 1.413], [15.594, -12.511, -5.742], [15.797, -13.016, -4.385], [14.790, -13.512, -3.923], [16.899, -12.904, -3.826], [16.425, -12.760, -6.402], [15.654, -11.424, -5.700], [14.705, -12.983, -6.163], [20.079, -8.686, -6.788], [20.560, -8.559, -5.395], [19.917, -7.802, -4.716], [21.564, -9.203, -5.087], [19.002, -8.546, -6.887], [20.474, -9.608, -7.214], [20.567, -7.818, -7.230], [21.802, -12.266, -1.101], [22.237, -13.523, -0.325], [22.875, -14.406, -0.848], [22.015, -13.580, 0.833], [20.780, -12.065, -0.779], [22.033, -12.606, -2.111], [22.513, -11.474, -0.867]], "mulliken_charge": [-0.67, 0.86, -0.52, -0.52, 0.29, 0.30, 0.28, -0.73, 0.78, -0.49, -0.48, 0.30, 0.32, 0.31, -0.71, 0.85, -0.50, -0.52, 0.28, 0.28, 0.31, -0.68, 0.85, -0.50, -0.52, 0.28, 0.29, 0.29, -0.63, 0.86, -0.54, -0.53, 0.27, 0.30, 0.26]}

Need the numbers? Relative energies in eV: model 1 0.000; model 2 0.429.